Below is 2 unconnected molecules or ions with the total composition C5H14NO in a non-equilibrium geometry, with properties calculated with ωB97M-V/def2-TZVPD.

Positions of all 21 atoms, in Å:
O (-1.69, 0.68, 2.92)
N (1.01, -1.94, -0.69)
C (0.75, 1.33, -1.05)
C (-0.68, -1.36, 1.04)
C (-0.49, 1.25, -1.87)
C (0.46, -1.00, 0.36)
C (1.04, 0.35, 0.18)
H (-2.60, 0.49, 3.22)
H (0.83, -1.47, -1.59)
H (-1.40, 1.46, 3.43)
H (0.48, -2.85, -0.76)
H (0.58, 0.89, 1.06)
H (2.13, 0.45, 0.34)
H (-1.43, 1.32, -1.24)
H (-0.58, 2.11, -2.66)
H (0.78, 2.22, -0.62)
H (-1.34, -2.14, 0.60)
H (2.04, -2.13, -0.54)
H (-0.65, 0.16, -2.40)
H (-0.89, -1.12, 2.10)
H (1.64, 1.31, -1.84)

Calculated values
Calculated total energy in eV: -8944.202
Lowest unoccupied orbital energy (alpha / beta) in eV: 0.7 / 0.5
<S²>: 0.7554
Spin multiplicity: 2

Atom charges from the Mulliken analysis, given in e for atoms 1 to 2: atom 1 (O): -0.6013, atom 2 (N): -0.4421

Below is a gas-phase ion, C5H14NO (charge +1) in a non-equilibrium geometry, with properties calculated with ωB97M-V/def2-TZVPD.

Positions of all 21 atoms, in Å:
O (1.14, -1.38, 1.37)
N (0.88, 1.54, -0.19)
C (-0.31, -1.54, -0.61)
C (-0.63, 0.96, 0.09)
C (1.08, -1.81, 0.01)
C (-0.87, -0.19, -0.87)
C (-1.45, 2.23, 0.07)
H (0.89, 2.43, -0.69)
H (-0.61, 0.67, 1.15)
H (1.46, 1.63, 0.66)
H (-1.91, -0.39, -1.19)
H (-2.27, 1.99, 0.74)
H (1.39, -2.86, -0.05)
H (-2.01, 2.64, -0.80)
H (0.30, -1.47, 1.84)
H (-0.43, -2.30, -1.46)
H (1.34, 0.74, -0.65)
H (-0.97, 3.08, 0.61)
H (-0.30, 0.16, -1.76)
H (-0.99, -2.12, 0.02)
H (1.97, -1.24, -0.36)

Calculated values
Calculated total energy in eV: -8941.914
Charge: +1
Lowest unoccupied orbital energy in eV: -3.2

Atom charges from the Mulliken analysis, given in e for atoms 1 to 2: atom 1 (O): -0.5180, atom 2 (N): -0.4047

Below is 2 unconnected molecules or ions with the total composition C5H14NO in a non-equilibrium geometry, with properties calculated with ωB97M-V/def2-TZVPD.

Positions of all 21 atoms, in Å:
O (-2.82, -0.94, -0.31)
N (-0.06, -0.90, 0.09)
C (0.69, -0.07, -0.91)
C (0.32, 1.37, -0.53)
C (-0.07, 1.32, 0.99)
C (-0.24, -0.12, 1.36)
C (2.17, -0.42, -0.79)
H (-3.14, -1.77, -0.69)
H (2.43, -0.34, 0.28)
H (0.73, 1.82, 1.55)
H (-0.57, 1.72, -1.04)
H (0.32, -0.44, -1.86)
H (2.40, -1.44, -1.10)
H (2.83, 0.28, -1.29)
H (-1.05, -0.98, -0.24)
H (0.40, -0.55, 2.13)
H (-0.93, 1.93, 1.29)
H (1.15, 2.03, -0.76)
H (-1.19, -0.37, 1.85)
H (-3.52, -0.26, -0.27)
H (0.14, -1.87, 0.26)

Calculated values
Calculated total energy in eV: -8943.542
Charge: +1
Lowest unoccupied orbital energy in eV: -3.1

Atom charges from the Mulliken analysis, given in e for atoms 1 to 2: atom 1 (O): -0.6252, atom 2 (N): -0.1516

Below is 2 unconnected molecules or ions with the total composition C5H14NO in a non-equilibrium geometry, with properties calculated with ωB97M-V/def2-TZVPD.

Positions of all 21 atoms, in Å:
O (2.70, 1.76, -0.36)
N (2.13, -0.88, 0.25)
C (-2.18, 1.44, 0.48)
C (0.77, -1.24, -0.14)
C (-0.33, -0.95, 0.49)
C (-2.24, 0.28, -0.60)
C (-1.78, -1.16, 0.00)
H (3.58, 2.26, -0.39)
H (-1.67, 0.52, -1.54)
H (2.18, 0.19, 0.15)
H (2.31, -1.08, 1.25)
H (2.15, 2.28, -0.96)
H (-1.15, 1.58, 0.81)
H (0.67, -1.75, -1.11)
H (-2.69, 2.34, 0.04)
H (2.81, -1.46, -0.28)
H (-2.93, 1.03, 1.23)
H (-0.11, -0.59, 1.53)
H (-1.59, -1.94, -0.76)
H (-2.24, -1.72, 0.87)
H (-3.28, 0.18, -1.04)

Calculated values
Calculated total energy in eV: -8941.787
Charge: +1
Lowest unoccupied orbital energy in eV: -3.3

Atom charges from the Mulliken analysis, given in e for atoms 1 to 2: atom 1 (O): -0.6856, atom 2 (N): -0.1769

Below is 2 unconnected molecules or ions with the total composition C5H14NO2 in a non-equilibrium geometry, with properties calculated with ωB97M-V/def2-TZVPD.

Positions of all 22 atoms, in Å:
O (-2.51, -0.68, 1.39)
O (-1.04, 1.35, 1.70)
N (1.86, -0.39, -1.23)
C (-0.44, 1.96, 0.66)
C (1.28, -1.31, -2.24)
C (0.51, -1.42, 0.55)
C (0.95, -0.08, -0.08)
C (-0.13, 0.91, -0.51)
H (1.95, -1.16, -3.10)
H (-2.14, 0.29, 1.40)
H (0.48, 2.54, 0.85)
H (0.33, -0.85, -2.53)
H (1.39, -1.95, 0.87)
H (1.22, -2.33, -1.86)
H (-0.15, -2.01, -0.10)
H (2.09, 0.48, -1.68)
H (-0.01, 1.35, -1.50)
H (-1.21, 2.56, 0.08)
H (-0.26, -1.09, 1.26)
H (-2.76, -0.78, 0.46)
H (1.60, 0.28, 0.73)
H (-1.11, 0.41, -0.61)

Calculated values
Calculated total energy in eV: -10996.380
Charge: -1
Lowest unoccupied orbital energy in eV: 3.8

Atom charges from the Mulliken analysis, given in e for atoms 1 to 2: atom 1 (O): -0.7249, atom 2 (O): -0.8600

Below is 2 unconnected molecules or ions with the total composition C5H14NO2 in a non-equilibrium geometry, with properties calculated with ωB97M-V/def2-TZVPD.

Positions of all 22 atoms, in Å:
O (0.64, 1.21, 2.92)
O (1.52, -0.62, 1.49)
N (-0.07, -1.80, -0.45)
C (1.63, -0.22, 0.16)
C (-0.50, 1.91, -1.25)
C (-0.67, 0.76, -0.28)
C (-1.50, -2.14, -0.36)
C (0.31, -0.41, -0.62)
H (-2.12, -1.34, -0.72)
H (-0.58, 1.55, -2.26)
H (1.03, 0.41, 2.29)
H (-0.36, 1.09, 0.71)
H (-1.74, -2.56, 0.62)
H (-1.69, -2.91, -1.14)
H (-1.70, 0.40, -0.28)
H (0.43, 2.45, -1.11)
H (0.36, -2.05, 0.44)
H (1.38, 1.81, 2.97)
H (2.46, -0.78, -0.31)
H (1.92, 0.86, 0.07)
H (-1.35, 2.60, -1.20)
H (0.60, -0.24, -1.67)

Calculated values
Calculated total energy in eV: -10997.039
Charge: -1
Lowest unoccupied orbital energy in eV: 4.0

Atom charges from the Mulliken analysis, given in e for atoms 1 to 2: atom 1 (O): -0.8119, atom 2 (O): -0.8565

Below is 2 unconnected molecules or ions with the total composition C5H14NO2 in a non-equilibrium geometry, with properties calculated with ωB97M-V/def2-TZVPD.

Positions of all 22 atoms, in Å:
O (1.24, 0.96, 2.62)
O (2.13, 0.07, 0.49)
N (0.49, 0.42, -1.34)
C (1.55, 0.95, -0.42)
C (-0.84, 0.17, -0.75)
C (-0.78, -1.23, 0.04)
C (-1.94, -1.42, 1.06)
C (-1.78, 0.00, -2.14)
H (2.32, 1.22, -1.32)
H (-2.48, -0.46, 1.22)
H (-1.37, -1.64, 2.03)
H (-2.68, -1.98, 0.71)
H (-0.90, -2.00, -0.73)
H (1.11, 1.86, 0.17)
H (0.70, -0.49, -1.72)
H (1.63, 0.68, 1.80)
H (-0.99, 0.95, -0.01)
H (0.22, -1.37, 0.62)
H (-1.73, 0.93, -2.75)
H (-2.73, -0.28, -1.94)
H (0.47, 1.40, 2.44)
H (-1.22, -0.76, -2.69)

Calculated values
Calculated total energy in eV: -10995.593
Charge: -1
Lowest unoccupied orbital energy in eV: 3.8

Atom charges from the Mulliken analysis, given in e for atoms 1 to 2: atom 1 (O): -0.7080, atom 2 (O): -0.8808

Below is 2 unconnected molecules or ions with the total composition C5H14NO2 in a non-equilibrium geometry, with properties calculated with ωB97M-V/def2-TZVPD.

Positions of all 22 atoms, in Å:
O (1.01, 2.00, 1.54)
O (2.52, -1.88, -1.14)
N (-1.22, -0.06, 0.30)
C (0.95, 0.61, -0.78)
C (-1.56, -1.11, -0.67)
C (-0.13, 2.14, 0.92)
C (-0.56, -0.67, 1.46)
C (-0.45, 1.03, -0.31)
H (-1.27, -1.20, 2.09)
H (1.79, 1.21, -0.43)
H (-2.60, -1.45, -0.55)
H (-0.32, 3.19, 0.37)
H (0.41, -1.17, 1.42)
H (1.12, -0.39, -0.42)
H (-0.98, 1.63, -1.07)
H (2.30, -2.74, -0.81)
H (0.85, 0.60, -1.88)
H (-0.79, -1.91, -0.63)
H (-1.59, -0.72, -1.70)
H (1.69, -1.39, -1.23)
H (-0.10, 0.16, 2.05)
H (-1.09, 2.11, 1.47)

Calculated values
Calculated total energy in eV: -10995.038
Charge: -1
Lowest unoccupied orbital energy in eV: 3.6

Atom charges from the Mulliken analysis, given in e for atoms 1 to 2: atom 1 (O): -0.7973, atom 2 (O): -0.6670